No. 1
Formula: C9H15N4
Source: OMol25
Level of theory: ωB97M-V/def2-TZVPD

```
! wB97M-V def2-TZVPD RIJCOSX def2/J DEFGRID3
* xyz 1 1
C -2.2902 -1.2443 0.7960
C -2.0409 0.6797 -0.4553
C -3.6806 -1.1028 0.5486
C -3.4082 0.7578 -0.5699
C -1.3792 -0.4032 0.1588
C 2.2942 0.2235 0.6384
C 2.8187 -0.7953 -0.3349
C 0.6698 -1.7642 -0.4210
C 0.0222 -0.5700 0.1931
N -4.2125 -0.1935 -0.1663
N 0.8321 0.4068 0.4728
N 1.2186 3.2526 0.1732
N 2.0292 -2.0006 -0.2119
H -2.0277 -2.0901 1.3417
H -1.5565 1.4215 -1.1022
H -4.2858 -1.7895 1.0106
H -3.9181 1.5049 -1.1139
H 2.5309 -0.3163 1.5956
H 2.8847 1.1269 0.6348
H 2.9011 -0.4939 -1.4596
H 3.7925 -1.1550 0.0525
H -0.0362 -2.7256 -0.1358
H 0.3801 -1.7205 -1.4965
H 0.4915 1.2468 0.8127
H 1.1640 4.1767 0.6669
H 0.4298 3.1480 -0.5211
H 2.3710 -2.9024 -0.6953
H 2.0056 3.3222 -0.4119
*
```

LUMO: -4.481 eV
ΔE to the lowest compared entry with this formula, charge and spin: 1.022 eV
E: -15528.776 eV

---

No. 2
Formula: C43H100BIN2O23PS
Source: OMol25
Level of theory: ωB97M-V/def2-TZVPD

```
! wB97M-V def2-TZVPD RIJCOSX def2/J DEFGRID3
* xyz -1 1
C -0.0278 7.1550 0.9224
C -0.7004 7.1725 -0.4980
C -1.9504 7.8818 -0.7538
C -2.4766 7.8249 -2.1215
C -1.8274 7.0784 -3.2131
C -2.5256 7.1619 -4.6038
C -2.0351 8.4373 -5.4244
C -2.5004 5.8370 -5.4531
C -0.5649 6.3430 -2.9470
O 0.0428 5.6832 -3.9796
C 1.0863 4.7709 -3.5503
B 0.5218 3.3329 -2.9467
P 0.8725 3.0572 -1.0320
O 2.1729 3.6991 -0.5767
O 1.0654 1.4068 -0.6919
O -0.4412 3.5547 -0.1073
O 1.5088 2.3652 -3.5132
C 0.8577 1.5306 -4.4537
C 1.5503 0.1872 -4.9145
C 2.1826 -0.6599 -3.7385
C 3.7492 -0.5218 -3.6029
C 4.0230 0.7434 -2.6836
S 5.5158 0.5817 -1.6224
C 5.3874 2.0274 -0.5072
N 5.7096 3.2187 -1.0515
N 5.4901 4.0988 -0.0323
C 5.0821 3.4476 1.0580
O 4.9824 2.0721 0.7944
C -0.7042 1.5400 -4.0726
I -1.7104 1.6251 -6.0280
C -1.2948 0.4240 -3.1261
C -1.2879 -1.0395 -3.7526
C -2.4295 -1.9444 -3.1231
C -3.7200 -2.1183 -3.7937
C -4.7546 -2.9817 -3.2291
C -4.5505 -3.7230 -1.9798
C -3.2900 -3.5529 -1.2695
C -2.2436 -2.6700 -1.8484
O -0.7588 2.8383 -3.4783
C -0.0536 6.4305 -1.5738
H 0.6062 8.0602 1.1143
H -0.8288 6.9916 1.6830
H 0.6867 6.2844 0.9075
H -2.4694 8.4373 0.0566
H -3.4261 8.3753 -2.3397
H -3.6171 7.3763 -4.3900
H -2.7909 8.7243 -6.2136
H -2.0342 9.3081 -4.7035
H -0.9990 8.3217 -5.8286
H -3.1703 6.0123 -6.3490
H -1.4643 5.7425 -5.8854
H -2.8310 4.9251 -4.9028
H 1.8706 5.2388 -2.8924
H 1.6356 4.4708 -4.4916
H 1.3866 1.3610 0.2295
H -0.3046 3.3796 0.8407
H 0.8735 2.1428 -5.4072
H 0.8507 -0.4116 -5.5558
H 2.4026 0.4813 -5.5892
H 1.6353 -0.4516 -2.7800
H 1.9842 -1.7486 -3.9805
H 4.1239 -1.4737 -3.1337
H 4.2055 -0.4495 -4.6217
H 4.0046 1.6511 -3.3346
H 3.1264 0.8293 -2.0079
H 4.8312 3.9262 2.0307
H -0.8203 0.3672 -2.1142
H -2.3762 0.6950 -2.9470
H -1.3451 -1.0528 -4.8711
H -0.3308 -1.5801 -3.4914
H -3.8638 -1.5601 -4.7553
H -5.7097 -3.0757 -3.7965
H -5.3675 -4.3931 -1.6077
H -3.1610 -4.1249 -0.3204
H -1.2959 -2.5948 -1.2496
H 0.9043 5.9166 -1.2974
C -1.3920 -7.1075 -0.1651
O -1.6593 -6.6899 -1.5015
H -1.2447 -8.1857 -0.1552
H -0.4861 -6.6122 0.1943
H -2.2381 -6.8521 0.4795
H -1.7836 -5.7245 -1.4974
C 2.5325 -5.6118 -0.0137
O 2.1992 -6.3540 1.1503
H 1.9635 -6.0005 -0.8576
H 2.2749 -4.5617 0.1379
H 3.6014 -5.7129 -0.2190
H 2.7160 -5.9882 1.8813
C 1.5666 -5.8202 4.6969
O 2.4936 -4.9338 4.0794
H 2.0052 -6.8157 4.7384
H 1.3480 -5.4810 5.7099
H 0.6462 -5.8542 4.1088
H 2.0790 -4.0645 4.0554
C -4.1622 -0.7791 1.5717
O -4.5499 -2.1494 1.5802
H -3.0805 -0.7241 1.4623
H -4.6359 -0.2647 0.7328
H -4.4549 -0.3036 2.5118
H -5.5090 -2.1735 1.6771
C 9.3907 2.9664 -0.3187
O 9.0200 1.5975 -0.1993
H 10.4695 3.0249 -0.4607
H 8.8883 3.4139 -1.1794
H 9.1161 3.5036 0.5926
H 8.0620 1.5731 -0.0741
C -0.6859 -5.8920 8.2052
O -0.0005 -6.8011 7.3482
H -1.3446 -5.2701 7.6023
H -1.2811 -6.4464 8.9321
H 0.0373 -5.2560 8.7234
H 0.5740 -7.3385 7.9041
C -6.9342 -4.8998 2.0215
O -7.3884 -3.7519 2.7346
H -7.7488 -5.2775 1.4054
H -6.0935 -4.6251 1.3792
H -6.6267 -5.6743 2.7273
H -6.6492 -3.4393 3.2704
C -8.2892 -2.5845 -2.0368
O -7.4186 -1.8899 -1.1563
H -8.2897 -2.0750 -2.9991
H -7.9395 -3.6122 -2.1731
H -9.3046 -2.5893 -1.6308
H -7.4336 -2.3573 -0.3136
C 0.3261 -10.4058 -1.4260
O 0.0543 -9.9924 -2.7578
H 0.4752 -11.4847 -1.4178
H 1.2325 -9.9124 -1.0650
H -0.5195 -10.1534 -0.7817
H -0.0743 -9.0359 -2.7406
C -11.0253 -3.5894 3.5807
O -10.2446 -4.0095 4.6886
H -12.0667 -3.8519 3.7619
H -10.9417 -2.5061 3.4617
H -10.6793 -4.0929 2.6742
H -9.3292 -3.7640 4.4991
C -4.4561 -6.2634 10.3195
O -3.5304 -5.3758 9.7044
H -4.0116 -7.2565 10.3603
H -4.6773 -5.9255 11.3352
H -5.3778 -6.3049 9.7337
H -3.9432 -4.5056 9.6788
C 3.3271 3.1465 -7.7327
O 2.9877 2.4983 -6.5148
H 2.7456 2.7006 -8.5384
H 3.0919 4.2121 -7.6650
H 4.3927 3.0149 -7.9408
H 3.5163 2.9126 -5.8218
C 2.6597 5.5779 3.0120
O 2.1907 6.7388 3.6829
H 1.8405 5.1494 2.4380
H 3.4733 5.8482 2.3336
H 3.0111 4.8443 3.7454
H 2.9335 7.0983 4.1822
C 10.5987 1.6646 3.6662
O 11.3707 2.3109 2.6644
H 10.7692 2.1687 4.6165
H 9.5369 1.7222 3.4126
H 10.9024 0.6180 3.7536
H 11.2032 1.8486 1.8343
C 1.4700 -2.4068 1.7368
O 1.1966 -2.0222 0.4026
H 1.6261 -3.4846 1.7525
H 2.3732 -1.9044 2.0956
H 0.6219 -2.1548 2.3813
H 1.0552 -1.0710 0.3857
C 5.1950 7.3540 6.6802
O 4.8928 7.6694 5.3261
H 5.3574 6.2806 6.7595
H 6.1013 7.8797 6.9905
H 4.3604 7.6411 7.3245
H 4.7536 8.6221 5.2787
*
```

LUMO: 1.284 eV
E: -125181.442 eV

---

Q: Which of these has the lowest LUMO?
A: C9H15N4

---

What did the first record say?
Formula: C9H15N4
Source: OMol25
Level of theory: ωB97M-V/def2-TZVPD

```
! wB97M-V def2-TZVPD RIJCOSX def2/J DEFGRID3
* xyz 1 1
C -2.2902 -1.2443 0.7960
C -2.0409 0.6797 -0.4553
C -3.6806 -1.1028 0.5486
C -3.4082 0.7578 -0.5699
C -1.3792 -0.4032 0.1588
C 2.2942 0.2235 0.6384
C 2.8187 -0.7953 -0.3349
C 0.6698 -1.7642 -0.4210
C 0.0222 -0.5700 0.1931
N -4.2125 -0.1935 -0.1663
N 0.8321 0.4068 0.4728
N 1.2186 3.2526 0.1732
N 2.0292 -2.0006 -0.2119
H -2.0277 -2.0901 1.3417
H -1.5565 1.4215 -1.1022
H -4.2858 -1.7895 1.0106
H -3.9181 1.5049 -1.1139
H 2.5309 -0.3163 1.5956
H 2.8847 1.1269 0.6348
H 2.9011 -0.4939 -1.4596
H 3.7925 -1.1550 0.0525
H -0.0362 -2.7256 -0.1358
H 0.3801 -1.7205 -1.4965
H 0.4915 1.2468 0.8127
H 1.1640 4.1767 0.6669
H 0.4298 3.1480 -0.5211
H 2.3710 -2.9024 -0.6953
H 2.0056 3.3222 -0.4119
*
```

LUMO: -4.481 eV
ΔE to the lowest compared entry with this formula, charge and spin: 1.022 eV
E: -15528.776 eV

---

Q: Which value of E does entry 2 give?
A: -125181.442 eV

---

Please write out number 1 again, unchanged.
Formula: C9H15N4
Source: OMol25
Level of theory: ωB97M-V/def2-TZVPD

```
! wB97M-V def2-TZVPD RIJCOSX def2/J DEFGRID3
* xyz 1 1
C -2.2902 -1.2443 0.7960
C -2.0409 0.6797 -0.4553
C -3.6806 -1.1028 0.5486
C -3.4082 0.7578 -0.5699
C -1.3792 -0.4032 0.1588
C 2.2942 0.2235 0.6384
C 2.8187 -0.7953 -0.3349
C 0.6698 -1.7642 -0.4210
C 0.0222 -0.5700 0.1931
N -4.2125 -0.1935 -0.1663
N 0.8321 0.4068 0.4728
N 1.2186 3.2526 0.1732
N 2.0292 -2.0006 -0.2119
H -2.0277 -2.0901 1.3417
H -1.5565 1.4215 -1.1022
H -4.2858 -1.7895 1.0106
H -3.9181 1.5049 -1.1139
H 2.5309 -0.3163 1.5956
H 2.8847 1.1269 0.6348
H 2.9011 -0.4939 -1.4596
H 3.7925 -1.1550 0.0525
H -0.0362 -2.7256 -0.1358
H 0.3801 -1.7205 -1.4965
H 0.4915 1.2468 0.8127
H 1.1640 4.1767 0.6669
H 0.4298 3.1480 -0.5211
H 2.3710 -2.9024 -0.6953
H 2.0056 3.3222 -0.4119
*
```

LUMO: -4.481 eV
ΔE to the lowest compared entry with this formula, charge and spin: 1.022 eV
E: -15528.776 eV